## one
Below is a cluster of 2 separate species, C5H8N3O4S in total, with properties calculated with the ωB97M-V functional and the def2-TZVPD basis.

Computed properties:
- Kohn-Sham gap: 7.780 eV

Geometry as ORCA input:
```
! RIJCOSX wB97M-V def2-TZVPD def2/J DEFGRID3
* xyz -1 1
S 0.8889 -0.1236 1.9063
O 2.0896 -0.7662 1.5113
O 0.5435 -0.2783 3.3535
O 0.2272 1.9910 -2.4362
O -0.9826 2.1229 -0.6473
N -1.7815 -1.4187 1.1627
N -0.8356 2.3597 -1.8997
N -0.2313 -1.0057 -0.4805
C -1.2787 -1.5627 -1.0594
C 0.9733 1.6082 1.4989
C -0.3738 -0.9102 0.8413
C 0.8916 -0.7140 -1.2896
C -2.2122 -1.7537 -0.0598
H 0.8388 0.5110 -1.4684
H -3.1254 -2.3333 -0.1188
H 1.9347 -0.6326 -0.7685
H 0.7693 -1.2146 -2.1959
H 2.0987 1.7597 1.4585
H 0.5797 2.1103 2.3661
H 0.3394 1.8110 0.5098
H -1.3535 -1.5602 -2.1842
*
```

## two
Below is a cluster of 3 separate species, C5H8N3O4S in total, with properties calculated with the ωB97M-V functional and the def2-TZVPD basis.

Computed properties:
- Kohn-Sham gap (spin up / spin down): 3.865 / 4.557 eV

Geometry as ORCA input:
```
! RIJCOSX wB97M-V def2-TZVPD def2/J DEFGRID3
* xyz -1 1
S 1.0228 -1.9980 -0.0011
O -3.6273 -1.9739 0.3213
O 1.9621 -3.0574 0.4046
O 0.7036 -2.1957 -1.4253
O -3.6434 0.2073 0.5543
N 2.3578 1.3307 1.2152
N -4.2043 -0.8969 0.6068
N 0.8638 1.4112 -0.3842
C -0.6526 -2.3185 0.7518
C -0.1046 1.0745 -1.3605
C 1.3959 2.6623 -0.2775
C 2.3056 2.6186 0.7175
C 1.4472 0.6606 0.5643
H 0.0929 -0.0009 -1.7035
H -1.0867 -3.1395 0.2497
H -0.4874 -2.8269 1.7247
H 1.0433 3.4972 -0.7997
H -1.1780 -1.4405 0.6300
H 0.0364 2.0043 -2.0712
H -1.1223 0.9496 -0.8885
H 2.8752 3.4321 1.1716
*
```

Energy ordering: one at the bottom, the next structure 225.1 kJ/mol above.

## one
Below is a cluster of 2 separate species, CH5BS2 in total, with properties calculated with the ωB97M-V functional and the def2-TZVPD basis.

Computed properties:
- Kohn-Sham gap: 10.222 eV

Geometry as ORCA input:
```
! RIJCOSX wB97M-V def2-TZVPD def2/J DEFGRID3
* xyz 0 1
S -0.9377 2.0993 -1.4477
S 2.1007 -0.8839 -0.8059
C -0.2144 -1.0691 1.1874
B 0.9336 -1.0527 0.2070
H 0.0846 2.8660 -1.6231
H -0.0581 -0.6280 2.2147
H -0.2562 1.1803 -1.8932
H -1.0837 -0.4261 0.7009
H -0.5687 -2.0859 1.4598
*
```

## two
Below is a cluster of 2 separate species, CH5BS2 in total, with properties calculated with the ωB97M-V functional and the def2-TZVPD basis.

Computed properties:
- Kohn-Sham gap (spin up / spin down): 8.692 / 8.693 eV

Geometry as ORCA input:
```
! RIJCOSX wB97M-V def2-TZVPD def2/J DEFGRID3
* xyz 0 1
S -1.8499 -1.1854 -0.3163
S 0.5854 -0.8362 1.7071
C 0.8399 1.3958 -1.1437
B -0.4245 -0.3581 0.2610
H 0.9657 2.2243 -0.4557
H 1.6521 0.8072 -1.1541
H -2.0055 -1.9888 0.8489
H 0.4409 1.7197 -2.0377
H -0.2041 -1.7784 2.2905
*
```

Energy ordering: one at the bottom, the next structure 208.1 kJ/mol above.

## one
Below is a structure of composition CH7NS, with properties calculated with the ωB97M-V functional and the def2-TZVPD basis.

Computed properties:
- Kohn-Sham gap: 8.366 eV

Geometry as ORCA input:
```
! RIJCOSX wB97M-V def2-TZVPD def2/J DEFGRID3
* xyz 0 1
S 2.3890 0.4330 0.0876
N -0.3635 -0.0127 0.5920
C -1.1951 -0.1107 -0.6512
H -2.2516 -0.0444 -0.4040
H -0.9999 -1.0326 -1.1885
H 3.6087 -0.0121 0.3340
H 0.8678 0.4107 0.1936
H -0.8723 0.5247 1.2838
H -0.2042 -0.9261 0.9761
H -0.9791 0.7703 -1.2234
*
```

## two
Below is a cluster of 2 separate species, CH7NS in total, with properties calculated with the ωB97M-V functional and the def2-TZVPD basis.

Computed properties:
- Kohn-Sham gap: 9.492 eV

Geometry as ORCA input:
```
! RIJCOSX wB97M-V def2-TZVPD def2/J DEFGRID3
* xyz 0 1
S 1.6631 0.0898 -0.0427
N -1.2268 -0.5565 0.2502
C -1.8746 0.6009 -0.3834
H -1.1480 1.0395 -1.0538
H 2.6919 -0.6216 0.4246
H -2.7577 0.2313 -0.9012
H -1.5764 -0.8449 1.1534
H 0.3818 -0.3278 0.4871
H -1.2664 -1.3602 -0.3544
H -2.2797 1.2162 0.4070
*
```

Energy ordering: two at the bottom, the next structure 113.7 kJ/mol above.

## one
Below is an isolated molecule of C2H5OPS, with properties calculated with the ωB97M-V functional and the def2-TZVPD basis.

Computed properties:
- Kohn-Sham gap: 8.219 eV

Geometry as ORCA input:
```
! RIJCOSX wB97M-V def2-TZVPD def2/J DEFGRID3
* xyz 0 1
S -1.3666 2.0739 0.2579
P 1.1771 0.6831 1.1069
O 0.4518 -1.3908 -0.5066
C -0.5625 -0.3607 -0.8175
C -0.3354 0.8283 0.1849
H 1.0216 -0.6864 1.1060
H -1.4905 -0.9264 -0.7566
H 1.1153 -1.0625 -1.0803
H 0.4270 0.7595 2.2571
H -0.4378 0.0821 -1.7519
*
```

## two
Below is a cluster of 2 separate species, C2H5OPS in total, with properties calculated with the ωB97M-V functional and the def2-TZVPD basis.

Computed properties:
- Kohn-Sham gap (spin up / spin down): 7.053 / 6.319 eV

Geometry as ORCA input:
```
! RIJCOSX wB97M-V def2-TZVPD def2/J DEFGRID3
* xyz 0 1
S -0.8141 2.2542 0.4687
P 1.4250 -2.6680 -0.1045
O 2.2649 -2.5415 1.0496
C 0.1401 0.8330 -0.3182
C -0.4629 -0.4646 -0.0521
H 0.9859 1.0465 0.2288
H -1.4032 -0.6442 -0.6042
H -1.9801 2.0101 -0.2850
H -0.4773 -0.9232 1.0133
H 0.3217 1.0978 -1.3963
*
```

## three
Below is a cluster of 2 separate species, C2H5OPS in total, with properties calculated with the ωB97M-V functional and the def2-TZVPD basis.

Computed properties:
- Kohn-Sham gap: 9.092 eV

Geometry as ORCA input:
```
! RIJCOSX wB97M-V def2-TZVPD def2/J DEFGRID3
* xyz 0 1
S -2.9434 0.4590 0.6118
P 1.2642 0.3870 -0.6104
O -1.3134 -0.6565 -1.1013
C 2.1192 0.1444 0.7518
C -1.9775 -0.7286 -0.0028
H -2.0297 -1.6092 0.4204
H 2.7157 0.8401 1.3231
H -1.4058 0.3093 -1.5612
H 2.2942 -0.8668 1.0692
H 1.2765 1.7214 -0.9008
*
```

Energy ordering: one at the bottom, the next structure 56.8 kJ/mol above.

## one
Below is an isolated molecule of C5H6OS, with properties calculated with the ωB97M-V functional and the def2-TZVPD basis.

Computed properties:
- Kohn-Sham gap: 9.061 eV

Geometry as ORCA input:
```
! RIJCOSX wB97M-V def2-TZVPD def2/J DEFGRID3
* xyz 0 1
S -2.1814 0.7274 -0.3588
O -2.9432 -0.6943 0.0809
C 0.0237 -0.8326 -0.0055
C 1.4281 0.8666 -0.3655
C 0.3654 1.4220 0.3471
C 1.1755 -0.5212 -0.5875
C -0.6344 0.3902 0.6358
H 0.4084 2.4217 0.7162
H -2.9308 -1.5175 -0.4563
H -0.5726 -1.7888 0.1936
H -1.0342 0.3012 1.6056
H 1.8530 -1.1218 -1.0885
H 2.3537 1.6088 -0.6216
*
```

## two
Below is an isolated molecule of C5H6OS, with properties calculated with the ωB97M-V functional and the def2-TZVPD basis.

Computed properties:
- Kohn-Sham gap: 7.857 eV

Geometry as ORCA input:
```
! RIJCOSX wB97M-V def2-TZVPD def2/J DEFGRID3
* xyz 0 1
S 3.7138 -0.1265 0.1173
O -1.5836 0.2200 0.2783
C -0.6260 -0.4021 0.0348
C 2.2050 0.3013 -0.0296
C -0.4855 -1.8622 -0.2500
C 0.4707 1.9423 -0.2717
C 0.8733 0.4655 -0.0878
H -0.8447 -2.2363 -1.2977
H 0.2286 2.2237 0.8098
H -0.5253 1.9723 -0.8802
H -1.1295 -2.3345 0.4562
H 1.1926 2.5312 -0.6440
H 0.5607 -2.4085 -0.1562
*
```

## three
Below is an isolated molecule of C5H6OS, with properties calculated with the ωB97M-V functional and the def2-TZVPD basis.

Computed properties:
- Kohn-Sham gap: 7.905 eV

Geometry as ORCA input:
```
! RIJCOSX wB97M-V def2-TZVPD def2/J DEFGRID3
* xyz 0 1
S -0.0300 0.7132 3.5932
O 1.2274 0.5346 -0.5244
C -0.3125 -0.2875 -2.2457
C -0.5284 -0.0022 0.9317
C -0.7867 -0.1186 2.3827
C 0.5000 0.7751 0.5937
C 0.8676 0.0329 -1.6712
H -0.9059 -0.8163 0.2311
H 1.0632 1.3927 1.2870
H -0.3345 -0.6499 -3.3103
H -1.3562 -0.1794 -1.6000
H 1.8305 -0.3382 -2.2936
H -1.2344 -1.0564 2.6259
*
```

Energy ordering: one at the bottom, the next structure 27.4 kJ/mol above.